[1]
{
  "formula": "C25H34N4O6S",
  "method": "the ωB97M-V functional and the def2-TZVPD basis",
  "elements": ["C", "C", "O", "C", "C", "C", "N", "C", "O", "C", "C", "C", "C", "S", "C", "O", "C", "C", "C", "C", "N", "C", "O", "C", "C", "C", "O", "N", "C", "C", "N", "C", "C", "O", "C", "C", "H", "H", "H", "H", "H", "H", "H", "H", "H", "H", "H", "H", "H", "H", "H", "H", "H", "H", "H", "H", "H", "H", "H", "H", "H", "H", "H", "H", "H", "H", "H", "H", "H", "H"],
  "positions_angstrom": [[0.3445, -2.1831, 3.0206], [0.2922, -0.8229, 3.7080], [0.7163, 0.2305, 2.8667], [-0.1005, 0.6690, 1.8613], [-1.4234, 0.3009, 1.6864], [-2.1739, 0.8314, 0.6446], [-3.5057, 0.4835, 0.4166], [-4.2607, -0.4577, 1.0412], [-3.8734, -1.1762, 1.9474], [-5.6403, -0.5581, 0.5379], [-6.5826, -1.4362, 1.0014], [-7.8226, -1.3146, 0.3474], [-7.8148, -0.3459, -0.6065], [-6.2939, 0.4372, -0.7268], [-1.6004, 1.7650, -0.2347], [-2.4282, 2.2249, -1.2270], [-1.9769, 3.2539, -2.0865], [-1.9723, 4.6235, -1.4157], [-0.2746, 2.1261, -0.0648], [0.4841, 1.5793, 0.9626], [1.8365, 1.8700, 1.1485], [2.6549, 2.6238, 0.3791], [2.3070, 3.2733, -0.5890], [4.1103, 2.5767, 0.8319], [4.8387, 1.4372, 0.1115], [4.3875, 0.0741, 0.6118], [3.8173, -0.0920, 1.6736], [4.7242, -0.9514, -0.1994], [4.1800, -2.2754, -0.0124], [3.2924, -2.6769, -1.2028], [2.5296, -1.5358, -1.6736], [2.0146, -1.6606, -3.0270], [0.7584, -2.5376, -3.1014], [-0.2539, -2.0442, -2.2519], [0.1965, -1.9677, -0.9144], [1.4520, -1.0963, -0.7973], [-0.3669, -2.2306, 2.2004], [0.1061, -2.9629, 3.7383], [1.3446, -2.3547, 2.6295], [-0.7110, -0.6257, 4.1028], [1.0045, -0.7988, 4.5375], [-1.9064, -0.4018, 2.3424], [-3.9129, 0.9966, -0.3555], [-6.3707, -2.1379, 1.7872], [-8.6826, -1.9185, 0.5746], [-8.6136, -0.0391, -1.2526], [-0.9854, 3.0146, -2.4866], [-2.6954, 3.2438, -2.9114], [-1.2657, 4.6468, -0.5906], [-2.9635, 4.8518, -1.0310], [-1.6904, 5.3819, -2.1406], [0.2110, 2.8222, -0.7261], [2.2683, 1.2965, 1.8690], [4.5766, 3.5257, 0.5656], [4.1739, 2.4270, 1.9094], [4.6612, 1.5095, -0.9631], [5.9146, 1.5206, 0.2875], [5.0846, -0.7466, -1.1180], [3.6115, -2.2465, 0.9193], [4.9892, -3.0049, 0.0989], [2.6801, -3.5421, -0.9046], [3.9356, -2.9927, -2.0299], [2.7926, -2.0611, -3.6803], [1.7558, -0.6516, -3.3637], [0.3401, -2.5298, -4.1093], [1.0075, -3.5755, -2.8260], [-0.6232, -1.5292, -0.3437], [0.3979, -2.9824, -0.5345], [1.7975, -1.0764, 0.2345], [1.1956, -0.0759, -1.0967]],
  "forces_ev_per_a": [[0.0059, 0.4244, 0.0303], [-0.0123, -0.4388, 0.2018], [0.0454, 0.2910, -0.3153], [0.0476, 0.3091, -0.3623], [0.1118, -0.0496, 0.1895], [0.3588, 0.2167, -0.1028], [-0.1767, 0.2447, -0.3357], [0.1734, -0.0259, 0.1021], [0.0510, 0.0083, 0.0145], [-0.6863, -0.0026, -0.2981], [0.4944, 0.2266, -0.0159], [-0.1506, 0.0949, -0.1592], [0.2667, 0.2027, -0.0958], [-0.2033, -0.4466, 0.3705], [-0.0773, -0.3292, 0.3446], [-0.0364, -0.3206, 0.3469], [0.0373, 0.4537, -0.2313], [-0.0193, -0.4196, -0.0204], [-0.1242, 0.0778, -0.1694], [-0.3154, -0.1498, 0.0983], [-0.1352, -0.2917, 0.4760], [0.4155, 0.0988, 0.3647], [-0.0882, 0.1252, -0.3073], [-0.0107, -0.0961, -0.2088], [-0.1603, 0.1734, 0.2638], [0.5423, 0.0459, -0.4965], [-0.2055, 0.0158, 0.4744], [0.2319, -0.2587, -0.0189], [-0.0980, -0.1718, 0.0540], [0.0327, 0.1998, 0.0715], [0.0442, -0.1655, -0.1858], [-0.3015, -0.1600, -0.0330], [0.2722, 0.0883, -0.1682], [-0.0467, 0.0705, -0.0861], [0.1952, 0.1627, 0.2209], [-0.2922, -0.0908, -0.0591], [-0.0855, -0.0776, -0.0809], [-0.0477, -0.1184, 0.0553], [0.1209, -0.0443, -0.0290], [0.1000, 0.0513, 0.0021], [-0.1763, -0.0004, -0.0555], [0.0206, -0.0428, 0.0406], [0.0428, -0.1137, 0.1318], [0.1002, -0.0986, 0.1422], [-0.1549, -0.0792, 0.0126], [-0.1890, 0.0283, -0.1110], [-0.0994, -0.0558, 0.0013], [0.1795, -0.0057, 0.0574], [0.0588, 0.0759, 0.0610], [-0.0805, 0.0472, 0.0191], [0.0449, 0.1103, -0.0673], [-0.0055, 0.0368, -0.0391], [0.1196, 0.1641, -0.1870], [-0.1101, -0.0375, 0.0294], [0.0449, 0.0265, -0.0154], [0.0780, -0.0093, -0.0375], [-0.0206, -0.0421, -0.0604], [-0.1170, 0.1914, 0.0885], [0.1004, -0.0611, -0.0923], [-0.1450, 0.0025, 0.0678], [0.1031, -0.0173, -0.0464], [-0.0587, -0.0683, 0.0051], [0.0039, 0.0249, -0.0335], [-0.0159, -0.0458, -0.1071], [0.0700, -0.0702, 0.0088], [-0.0389, 0.0449, -0.0396], [0.0623, -0.0518, 0.0779], [-0.0520, 0.0426, 0.0053], [0.0093, 0.0827, 0.1318], [-0.0483, -0.0030, 0.1100]],
  "lowdin_charge": [-0.050, -0.226, -0.056, -0.205, 0.053, -0.142, 0.139, -0.474, 0.067, -0.427, -0.101, -0.178, -0.406, 1.056, -0.192, -0.064, -0.234, -0.057, 0.052, -0.153, 0.160, -0.464, 0.060, -0.090, -0.085, -0.486, 0.044, 0.066, -0.153, -0.176, -0.168, -0.160, -0.195, -0.124, -0.174, -0.140, 0.064, 0.080, 0.072, 0.121, 0.126, 0.098, 0.091, 0.119, 0.103, 0.062, 0.121, 0.124, 0.070, 0.079, 0.078, 0.096, 0.120, 0.122, 0.120, 0.125, 0.126, 0.143, 0.106, 0.120, 0.117, 0.118, 0.118, 0.126, 0.124, 0.122, 0.115, 0.123, 0.107, 0.125],
  "homo_lumo_gap_ev": 7.7,
  "smiles": "CCOc1cc(NC(=O)c2cccs2)c(OCC)cc1NC(=O)CCC(=O)NCCN1CCOCC1",
  "e_homo_ev": -7.2,
  "max_force_ev_per_a": 0.75
}

=====

[2]
{
  "formula": "C22H50P2Si2Sn",
  "method": "the ωB97M-V functional and the def2-TZVPD basis",
  "elements": ["P", "P", "C", "C", "H", "H", "H", "H", "C", "H", "H", "H", "C", "H", "H", "H", "C", "H", "H", "H", "C", "H", "H", "H", "Sn", "C", "C", "C", "C", "C", "C", "C", "C", "C", "H", "H", "H", "H", "H", "H", "H", "H", "H", "H", "H", "H", "H", "H", "H", "C", "Si", "C", "C", "C", "Si", "C", "C", "C", "H", "H", "H", "H", "H", "H", "H", "H", "H", "H", "H", "H", "H", "H", "H", "H", "H", "H", "H"],
  "positions_angstrom": [[0.1099, -1.9960, -4.8625], [-0.0437, 1.1388, -4.7558], [-0.2789, -1.0986, -6.4560], [0.2205, 0.3475, -6.4288], [-1.3713, -1.1364, -6.5795], [0.1831, -1.6590, -7.2804], [1.3002, 0.3963, -6.6338], [-0.3028, 0.9586, -7.1771], [-1.6296, 2.0025, -5.1338], [-1.8366, 2.7065, -4.3165], [-2.4369, 1.2607, -5.1845], [-1.5622, 2.5499, -6.0846], [1.0770, 2.5828, -4.9973], [0.8695, 3.1039, -5.9445], [2.1142, 2.2189, -4.9883], [0.9267, 3.2727, -4.1544], [-1.0222, -3.4287, -5.1168], [-0.8072, -4.1721, -4.3357], [-0.8850, -3.8836, -6.1098], [-2.0565, -3.0735, -5.0059], [1.6635, -2.8223, -5.4163], [2.4630, -2.0731, -5.4775], [1.5258, -3.3062, -6.3936], [1.9321, -3.5770, -4.6649], [0.1112, -0.6046, 2.1834], [0.5963, 0.9834, 0.1015], [-0.7815, 0.8920, 0.0331], [-1.5511, 0.1197, -0.9868], [-1.9441, -1.3467, -0.6167], [-0.9051, -2.1541, 0.0792], [0.4527, -2.0495, -0.1208], [1.1274, -1.2175, -1.1663], [1.5647, 0.2211, -0.7469], [0.0311, -2.3870, 3.4316], [1.0352, 1.8119, 0.6628], [-1.3783, 1.5880, 0.6312], [-1.0414, 0.1281, -1.9633], [-2.5040, 0.6524, -1.1302], [-2.8576, -1.3094, 0.0055], [-2.2190, -1.8523, -1.5609], [-1.2819, -2.9440, 0.7249], [1.1105, -2.7329, 0.4178], [0.5292, -1.1657, -2.0880], [2.0572, -1.7443, -1.4326], [2.5454, 0.1479, -0.2399], [1.7291, 0.7956, -1.6784], [0.7603, -2.2804, 4.2309], [0.3090, -3.1908, 2.7416], [-0.9691, -2.5507, 3.8321], [-1.9696, 2.5861, 5.1473], [-1.5142, 0.8804, 4.4848], [-1.2721, -0.2719, 5.9640], [-2.9958, 0.2388, 3.4865], [-0.0050, 1.1972, 3.4467], [1.7196, 1.2307, 4.1807], [2.3632, -0.2594, 5.1480], [2.9946, 1.5554, 2.8213], [1.6597, 2.6863, 5.3758], [-2.8895, 2.5584, 5.7462], [-2.1434, 3.2831, 4.3168], [-1.1870, 3.0256, 5.7783], [-2.1996, -0.2635, 6.5587], [-1.0846, -1.3220, 5.7055], [-0.4679, 0.0371, 6.6470], [-3.2377, 0.8905, 2.6327], [-2.9133, -0.7881, 3.0974], [-3.8704, 0.2489, 4.1599], [-0.1440, 2.0838, 2.7906], [2.6421, -1.1303, 4.5383], [3.2922, 0.0734, 5.6405], [1.7037, -0.6222, 5.9482], [2.7480, 2.4500, 2.2313], [3.9644, 1.7440, 3.3107], [3.1561, 0.7314, 2.1097], [1.2862, 3.5889, 4.8753], [1.0232, 2.5226, 6.2550], [2.6620, 2.9216, 5.7563]],
  "forces_ev_per_a": [[-0.1524, -0.6087, -0.5318], [0.0858, 0.6313, -0.4109], [0.0264, -0.1097, 0.2350], [-0.0119, 0.0897, 0.2480], [0.2335, 0.0696, -0.0102], [-0.2807, 0.0938, 0.0447], [-0.2369, -0.0687, 0.0062], [0.2827, -0.0960, 0.0175], [-0.0429, -0.0504, 0.1703], [-0.1106, -0.1695, -0.2269], [0.0593, 0.2628, 0.0114], [-0.0898, -0.1044, 0.2241], [0.0051, 0.0271, 0.0611], [0.1332, -0.0845, 0.2550], [-0.2230, 0.2463, 0.0151], [0.1689, -0.1011, -0.2747], [-0.0025, -0.0319, 0.0578], [-0.1936, 0.1174, -0.2528], [-0.1146, 0.0653, 0.2691], [0.2232, -0.2473, -0.0173], [0.0638, 0.0424, 0.1822], [-0.0513, -0.2657, -0.0063], [0.1048, 0.0903, 0.2250], [0.1000, 0.1768, -0.2276], [2.8379, 0.1985, -1.2243], [-0.5582, -0.5063, 0.5505], [0.2177, 0.3127, 0.5937], [-0.6914, -0.6948, -0.5046], [-0.5311, 0.6928, -0.6198], [0.6378, 0.3237, 0.6018], [-0.4549, 0.0062, 0.9380], [0.4057, 0.4131, -0.4094], [0.2930, -0.3055, -0.4274], [-1.0599, -0.1675, -0.5849], [-0.1708, -0.3641, 0.1008], [0.3493, -0.0451, -0.1662], [-0.1278, 0.0625, 0.3390], [0.2431, -0.1080, -0.1655], [0.4162, -0.0826, -0.2552], [-0.1285, 0.0459, 0.1741], [0.1706, -0.0328, -0.0632], [-0.3104, 0.0014, -0.1646], [0.1338, -0.0849, 0.3806], [-0.2665, 0.1246, -0.0661], [-0.5711, 0.2076, -0.1060], [0.0016, -0.1514, 0.1435], [-0.0184, 0.1228, -0.1154], [-0.0467, 0.0339, 0.3222], [0.1082, -0.3010, 0.1119], [-0.5025, 0.0910, 0.2649], [-0.0262, 0.7063, 0.1853], [-0.0105, -0.1944, 0.1894], [-0.3144, 0.0174, 0.1699], [-0.5992, -0.9119, -0.2709], [-0.1027, 0.2621, -0.1988], [0.0696, -0.2688, 0.1975], [0.3756, 0.2403, 0.0606], [0.4325, 0.2863, 0.1843], [0.0783, 0.0678, -0.0606], [0.0283, -0.1302, 0.0860], [-0.0743, -0.1955, -0.1572], [0.1593, 0.0519, -0.1770], [-0.0137, 0.2581, -0.0581], [-0.1437, 0.0741, -0.2451], [0.1410, -0.0970, 0.2127], [0.1627, 0.2721, 0.1684], [0.1513, 0.0237, -0.1980], [0.0409, -0.4844, 0.3766], [-0.1337, 0.3152, -0.0305], [-0.2230, -0.0014, -0.1222], [0.0446, 0.1704, -0.2000], [0.0429, -0.1056, 0.1769], [-0.1766, 0.0589, -0.1420], [-0.2839, 0.1265, 0.3769], [0.0359, -0.1584, 0.0188], [0.0655, -0.1561, -0.2309], [-0.0798, 0.0052, -0.0247]],
  "lowdin_charge": [0.810, 0.802, -0.449, -0.450, 0.074, 0.072, 0.074, 0.072, -0.315, 0.034, 0.033, 0.036, -0.327, 0.040, 0.031, 0.033, -0.325, 0.033, 0.040, 0.031, -0.313, 0.032, 0.036, 0.034, 1.171, -0.227, -0.197, -0.205, -0.207, -0.197, -0.199, -0.200, -0.203, -0.272, 0.089, 0.091, 0.066, 0.110, 0.110, 0.108, 0.094, 0.089, 0.044, 0.114, 0.104, 0.108, -0.021, -0.011, -0.019, -0.189, 0.354, -0.171, -0.206, -0.546, 0.362, -0.187, -0.203, -0.190, 0.027, 0.033, 0.015, 0.036, 0.014, 0.026, 0.030, 0.011, 0.032, 0.034, 0.025, 0.036, 0.022, 0.029, 0.031, 0.009, 0.036, 0.024, 0.028],
  "homo_lumo_gap_ev": [5.4, 5.3],
  "e_homo_ev": [-5.2, -5.2],
  "max_force_ev_per_a": 3.10
}